No. 1
C27H35FeN5O2P2 | the ωB97M-V functional and the def2-TZVPD basis

Cartesian coordinates (Å):
Fe -0.1880 1.1124 -0.3381
C 1.2447 -0.1560 -1.5147
C 1.7815 1.0864 -1.1873
C 1.7519 2.2635 -2.1286
C 0.6041 3.2806 -1.9231
C -0.7512 2.6738 -1.7022
C -1.2135 1.4665 -2.2394
C -0.5208 0.6234 -3.2767
C 0.4482 -0.4838 -2.7263
C -1.2100 0.2263 1.0854
H 1.5961 -1.0233 -0.9472
H 2.5066 1.1415 -0.3626
H 1.7819 1.9279 -3.1789
H 2.6876 2.8041 -1.9392
H 0.8415 3.9087 -1.0468
H 0.5918 3.9714 -2.7868
H -1.4877 3.3440 -1.2436
H -2.2774 1.2404 -2.0729
H -0.0125 1.2320 -4.0473
H -1.3202 0.0664 -3.7969
H -0.1571 -1.3772 -2.4982
H 1.1281 -0.7817 -3.5408
H -1.2533 -0.8617 0.9176
H -2.2331 0.6335 1.0119
H -0.7857 0.4340 2.0774
P 0.3151 7.5944 -3.0576
P 3.4965 6.5452 -2.8149
N -1.0123 7.4306 -4.2015
N -0.1619 9.2538 -2.5433
N 3.7340 5.5759 -4.2589
N 5.2269 6.8843 -2.5588
C 1.6078 8.1087 -4.2769
C 3.0342 8.1061 -3.6963
C -1.8209 6.2837 -4.2190
C -2.7359 6.3951 -5.2560
C -2.4871 7.6474 -5.9155
C -1.4177 8.2494 -5.2608
C -0.4288 9.5500 -1.1999
C -0.6880 10.9116 -1.0821
C -0.5644 11.4877 -2.3902
C -0.2261 10.4545 -3.2592
C 3.2449 4.2673 -4.2939
C 3.4055 3.7491 -5.5675
C 3.9985 4.7802 -6.3670
C 4.1670 5.8925 -5.5482
C 6.2724 7.1331 -3.4585
C 7.3708 7.6290 -2.7570
C 6.9974 7.6820 -1.3692
C 5.6899 7.2301 -1.2758
H 1.3875 9.1120 -4.6725
H 1.5257 7.3903 -5.1083
H 3.7518 8.3228 -4.4989
H 3.1451 8.8901 -2.9316
H -1.6495 5.4996 -3.4979
H -3.4884 5.6641 -5.5234
H -3.0352 8.0617 -6.7528
H -0.9062 9.1702 -5.4915
H -0.4010 8.7583 -0.4622
H -0.9368 11.4358 -0.1692
H -0.7096 12.5231 -2.6661
H -0.0122 10.4882 -4.3183
H 2.8309 3.8454 -3.3980
H 3.1352 2.7441 -5.8723
H 4.2822 4.7048 -7.4078
H 4.5509 6.8753 -5.7799
H 6.1622 6.9440 -4.5133
H 8.3206 7.9221 -3.1833
H 7.6130 8.0358 -0.5513
H 5.0324 7.1281 -0.4256
O 0.8250 -1.9992 1.1882
N 1.5450 -1.0183 1.3893
O 2.4015 -0.9325 2.2762

Its spin multiplicity is 5. As for the HOMO energy (spin up / spin down): -0.281 / -0.260 hartree. As for the HOMO-LUMO gap (spin up / spin down): 7.48 / 4.58 eV.

***

No. 2
C24H56F6N4O8Sr | the ωB97M-V functional and the def2-TZVPD basis

Cartesian coordinates (Å):
Sr -0.0727 -0.5009 -0.0947
C -1.0249 -2.5338 2.8297
O -0.4929 -3.4540 3.8156
O -0.1952 -2.4516 1.8247
C -2.3957 -3.0878 2.4051
F -3.3903 -2.7552 3.2511
F -2.7859 -2.6209 1.1995
F -2.4055 -4.4327 2.2726
C -1.1415 -3.5670 5.0516
C -1.1168 -2.3220 5.9253
H -1.5290 -1.4251 5.4720
H -1.7141 -2.5530 6.8153
H -0.1024 -2.1097 6.2664
H -0.6068 -4.3461 5.5982
H -2.1806 -3.9057 4.9687
H -1.1590 -1.5419 3.3075
C 0.3169 2.1790 2.6377
O 1.0038 3.2453 1.8663
O 0.2561 1.0757 1.9770
C 0.8499 1.9741 4.0583
F 0.2388 0.9647 4.6718
F 2.1654 1.6920 4.1049
F 0.6487 3.0751 4.8376
C 2.2107 3.8502 2.2250
C 2.3927 5.0761 1.3458
H 3.2987 5.6078 1.6547
H 2.5760 4.8045 0.3005
H 1.5366 5.7455 1.4113
H 3.0526 3.1740 2.0277
H 2.2684 4.1790 3.2611
H -0.6933 2.6402 2.7859
C 4.8137 0.5387 -0.0647
C 3.3647 0.5057 -0.5069
C 3.2534 -0.0924 -1.8824
O 1.9083 -0.1229 -2.3407
C 1.8229 -0.2004 -3.7487
N 2.4967 -0.2392 0.4743
H 4.9322 0.6945 1.0097
H 5.3625 1.3871 -0.4988
H 5.3973 -0.3468 -0.3336
H 2.9558 1.5164 -0.5532
H 3.5745 -1.1468 -1.7614
H 3.9101 0.3915 -2.6082
H 2.3503 -1.0886 -4.1197
H 2.1861 0.7202 -4.2114
H 0.7696 -0.3298 -3.9978
H 2.8529 -1.1970 0.4855
H 2.7550 0.1918 1.3580
C -1.5486 3.5351 -0.6243
C -0.4263 3.0402 -1.5412
C 0.5177 4.1824 -1.9094
O 1.6324 3.6456 -2.5731
C 2.6219 4.6181 -2.8556
N 0.3315 1.9602 -0.8457
H -2.0479 4.3755 -1.1232
H -1.1265 3.9072 0.3065
H -2.2821 2.7447 -0.4998
H -0.7664 2.6216 -2.4978
H 0.8503 4.6865 -0.9893
H -0.0033 4.9012 -2.5564
H 2.3894 5.1700 -3.7726
H 3.5759 4.1024 -2.9724
H 2.7412 5.3373 -2.0370
H 0.4748 2.2783 0.1263
H 1.2778 2.0284 -1.2127
C 1.5394 -4.2835 -2.6719
C 0.3556 -3.4239 -2.2370
C -0.8628 -4.3186 -2.1500
O -2.0047 -3.5828 -1.8008
C -3.1016 -4.3802 -1.4059
N 0.6209 -2.8070 -0.8918
H 1.4294 -4.6686 -3.6879
H 1.7418 -5.1298 -2.0102
H 2.4490 -3.6720 -2.6565
H 0.2538 -2.6459 -2.9974
H -0.6819 -5.1256 -1.4261
H -1.0042 -4.8340 -3.1176
H -3.6995 -4.6644 -2.2870
H -3.7326 -3.8151 -0.7286
H -2.7646 -5.3169 -0.9578
H 0.0603 -3.3319 -0.2033
H 1.5545 -3.0959 -0.5993
C -3.9839 -0.1602 -3.0109
C -2.9603 0.1060 -1.8994
C -3.5173 -0.2880 -0.5597
O -2.6117 0.2065 0.4413
C -3.1883 0.5684 1.6763
N -1.6786 -0.6341 -2.1391
H -4.9781 0.1699 -2.6961
H -4.0334 -1.2211 -3.2560
H -3.7569 0.4330 -3.8987
H -2.6881 1.1617 -1.8969
H -3.5002 -1.3762 -0.4573
H -4.5228 0.0929 -0.3791
H -2.3929 0.6399 2.4125
H -4.0037 -0.0845 1.9993
H -3.6616 1.5649 1.5836
H -1.9483 -1.6263 -2.1698
H -1.4530 -0.4495 -3.1171

As for the HOMO energy: -0.271 hartree. As for the HOMO-LUMO gap: 7.48 eV.

***

No. 3
C27H24AuBr2FN5O3 | the ωB97M-V functional and the def2-TZVPD basis

Cartesian coordinates (Å):
Au 3.7900 -0.2154 0.0478
Br 10.2176 0.4406 1.1657
C 8.4236 0.1976 0.7656
C 7.9164 0.5855 -0.4694
C 6.5685 0.4278 -0.7134
N 5.7650 -0.1002 0.2148
C 6.2436 -0.5369 1.4076
C 7.5750 -0.3908 1.7098
C 5.2358 -1.2086 2.2669
C 5.4874 -1.6651 3.5395
C 4.4474 -2.2361 4.2742
Br 4.7535 -2.8318 6.0038
C 3.1842 -2.3403 3.7016
C 2.9956 -1.8739 2.4193
N 3.9962 -1.3338 1.7187
H 8.5533 1.0173 -1.2279
H 6.1070 0.7345 -1.6427
H 7.9743 -0.7332 2.6530
H 6.4706 -1.5747 3.9772
H 2.3590 -2.7764 4.2450
H 2.0413 -1.9398 1.9161
F -2.4980 -2.8687 0.4325
C -2.1640 -1.6256 0.0543
C -0.8447 -1.3143 0.0041
C -0.4286 -0.0241 -0.3691
C 0.9562 0.3397 -0.4212
O 1.8287 -0.5584 -0.0477
C 1.2810 1.6137 -0.8815
C 0.2581 2.4897 -1.1963
N -1.0295 2.1768 -1.1360
C -2.0302 3.1819 -1.4916
C -2.7943 3.0179 -2.7738
C -1.7666 4.0997 -2.6426
C -1.4194 0.9101 -0.7145
C -2.7760 0.5732 -0.6403
C -3.1966 -0.6902 -0.2406
N -4.5384 -1.0136 -0.1438
C -5.0408 -2.3838 0.0304
C -6.5455 -2.4252 -0.2338
N -6.8724 -1.5120 -1.3811
C -6.6000 -0.0571 -1.0387
C -5.5612 -0.0035 0.0767
C 2.6630 2.1363 -1.1037
O 2.8750 3.3051 -1.2413
O 3.6470 1.2331 -1.2610
H -0.1219 -2.0773 0.2549
H 0.5068 3.4927 -1.5153
H -2.5374 3.5760 -0.6204
H -3.8398 3.2932 -2.7753
H -2.5372 2.1738 -3.4002
H -2.0966 5.1223 -2.5339
H -0.8516 3.9813 -3.2059
H -3.4986 1.3177 -0.9307
H -4.8702 -2.7747 1.0357
H -4.5385 -3.0465 -0.6718
H -7.1447 -2.0964 0.6119
H -6.8549 -3.4340 -0.4982
H -7.8463 -1.6304 -1.6663
H -6.3030 -1.7823 -2.1850
H -7.5393 0.3991 -0.7326
H -6.2547 0.4208 -1.9528
H -6.0381 -0.1775 1.0450
H -5.1420 0.9955 0.1283

As for the HOMO energy: -0.588 hartree. As for the HOMO-LUMO gap: 7.26 eV. The net charge is +3.

***

No. 4
C27H23Cl3F2HfN3OS2Sb | the ωB97M-V functional and the def2-TZVPD basis

Cartesian coordinates (Å):
Hf 0.6860 -0.7312 0.2695
Cl 4.8310 3.5967 4.8723
C 3.8418 2.8688 3.6662
C 4.0437 1.5364 3.3100
C 3.1504 0.9876 2.3994
Cl 3.3580 -0.6730 1.8259
C 2.0386 1.6727 1.9404
O 1.1400 1.0040 1.1690
C 1.8292 2.9633 2.4250
Cl 0.3822 3.7834 1.8787
C 2.7275 3.6111 3.2470
H 4.8476 0.9338 3.6947
H 2.6031 4.6609 3.4802
F -3.5180 1.0635 3.5226
C -2.7330 0.0838 3.1860
C -1.9547 0.1795 2.0624
C -1.1258 -0.8507 1.6498
C -1.2521 -2.1116 2.3471
C -1.9748 -2.1163 3.5159
F -1.9159 -3.1948 4.3409
C -2.7239 -1.0418 3.9621
C -0.3949 -3.2060 1.9320
C -0.8342 -4.5438 2.0345
C -0.0855 -5.5092 1.3867
C 1.1302 -5.1590 0.7753
C 1.4327 -3.8257 0.7176
N 0.7048 -2.8344 1.2905
H -1.8723 1.0911 1.5179
H -3.2363 -1.0020 4.8834
H -1.7741 -4.6983 2.5778
H -0.4621 -6.5099 1.4101
H 1.8021 -5.8249 0.2217
H 2.3176 -3.5113 0.2207
S 2.3238 -1.1706 -1.6649
C 1.3634 -1.9684 -2.9279
C 2.0310 -2.1089 -4.1751
N 2.6484 -2.2059 -5.1305
C 0.0258 -2.3093 -2.7700
S -0.9337 -2.1298 -1.3217
C -0.6576 -2.8437 -3.9168
N -1.2836 -3.1994 -4.8101
C -0.4976 1.2405 -4.6666
C -1.5828 1.1094 -3.6031
Sb -0.7876 1.2914 -1.5626
C 0.4263 3.0724 -1.8229
C 1.9075 2.7844 -1.7705
C -2.5377 2.3420 -0.8360
C -3.9395 1.7006 -1.1133
H -0.8112 0.7619 -5.5825
H 0.4282 0.7322 -4.3628
H -0.1843 2.2705 -4.8254
H -2.0462 0.1378 -3.6563
H -2.3466 1.8660 -3.7489
H 0.0724 3.6876 -0.9381
H 0.1949 3.6447 -2.7076
H 2.1156 2.1700 -0.8506
H 2.4339 3.7307 -1.6567
H 2.2759 2.2452 -2.6671
H -2.4572 3.2682 -1.3579
H -2.3855 2.5406 0.2221
H -4.1983 1.8705 -2.1606
H -4.6392 2.1517 -0.4414
H -3.9676 0.6251 -0.9074

As for the HOMO energy: -0.286 hartree. As for the HOMO-LUMO gap: 6.89 eV.

***

No. 5
C6H37NO13 | the ωB97M-V functional and the def2-TZVPD basis

Cartesian coordinates (Å):
O -1.9399 1.3642 4.1704
C -2.0560 0.4760 3.3443
C -0.9612 -0.2516 2.6730
C -1.5309 -1.3007 1.6965
C -0.4490 -1.9358 0.8061
C 0.1399 -1.1230 -0.2978
N 0.3185 -1.9492 -1.4939
C 1.3686 -1.5229 -2.4224
H -3.1444 0.1865 3.1820
H -0.2555 -0.5148 3.4837
H -0.3101 0.3944 2.0873
H -2.0505 -2.1270 2.1641
H -2.2797 -0.7316 1.0784
H -1.0539 -2.7099 0.3261
H 0.3465 -2.3550 1.4622
H -0.3351 -0.1406 -0.4612
H 1.1335 -0.6921 -0.0838
H -0.5370 -1.7997 -2.0193
H 2.1781 -0.9705 -1.9242
H 1.8970 -2.3908 -2.7779
H 1.0678 -0.7870 -3.1919
H 0.9867 4.0173 -1.7171
H -0.4690 4.5847 -1.3424
O 0.2352 4.5874 -1.9931
H 0.8201 -5.0971 -0.9407
H 0.1142 -3.8352 -0.9215
O -0.0276 -4.7574 -1.2628
H 2.8673 4.1420 -0.5687
H 2.0358 2.9782 -0.0002
O 2.2777 3.4293 -0.8410
H 2.2229 1.6599 1.8899
H 0.8996 2.6508 2.0510
O 1.4605 2.0991 1.4583
H 2.9118 2.6512 -2.3813
H 3.2778 2.0892 -3.8474
O 3.6104 2.3740 -2.9956
H 4.7735 1.3731 -0.9168
H 3.7524 1.7060 0.2286
O 4.6296 1.3729 0.0349
H -1.6689 1.2684 -2.5354
H -2.7058 -0.0488 -2.5215
O -2.0767 0.5347 -2.0689
H -3.3138 -2.5246 -1.9782
H -4.4682 -1.4118 -1.9427
O -3.6648 -1.7154 -2.3770
H 3.7582 -0.0249 2.9578
H 2.5306 0.5321 3.6894
O 3.0619 0.6377 2.8926
H -0.4947 2.4195 3.8700
H -0.8359 3.6014 3.0718
O -0.0406 3.1488 3.3857
H -1.7372 -4.5753 -0.7867
H -2.3333 -4.1253 -2.0679
O -2.5132 -4.0586 -1.1203
H -3.6296 0.1818 -0.6349
H -3.6440 -0.8996 0.2759
O -4.1498 -0.0845 0.1543

As for the HOMO energy: -0.354 hartree. As for the HOMO-LUMO gap: 9.69 eV.

***

No. 6
C31H59CsN3OSSi3 | the ωB97M-V functional and the def2-TZVPD basis

Cartesian coordinates (Å):
Cs 0.6432 -0.2808 -0.1278
C -2.7671 2.2131 -1.7341
C -3.0916 0.7989 -1.3400
C -3.2220 -0.1907 -2.3059
C -3.5277 -1.5060 -1.9628
C -3.6297 -2.5729 -3.0176
C -3.7246 -1.8106 -0.6246
C -3.6218 -0.8399 0.3674
C -3.8922 -1.2039 1.8027
C -3.2927 0.4590 -0.0027
H -2.0797 2.2378 -2.5820
H -2.3036 2.7576 -0.9137
H -3.6718 2.7525 -2.0239
H -3.0865 0.0708 -3.3510
H -2.6600 -2.7440 -3.4906
H -4.3352 -2.2875 -3.7998
H -3.9570 -3.5192 -2.5885
H -3.9617 -2.8308 -0.3439
H -4.9677 -1.2240 1.9940
H -3.4481 -0.4879 2.4892
H -3.4992 -2.1949 2.0344
H -3.1934 1.2278 0.7551
C 3.8550 -0.4552 1.9363
O 2.6512 0.2408 1.7383
Si 1.9098 1.2517 2.8929
C 1.0445 0.0308 4.0533
C 3.3362 1.9353 3.9388
C 0.8504 2.4109 2.0447
Si -0.5750 3.0570 2.9552
C -1.6133 4.2914 1.9509
C -1.8293 1.7293 3.4790
C -0.1635 3.9819 4.5630
Si 1.6947 3.5538 0.9050
C 2.1284 5.2424 1.6638
C 3.3457 2.9115 0.2395
C 0.6772 3.9526 -0.6571
H 4.6299 0.1941 2.3555
H 4.2064 -0.8299 0.9723
H 3.7244 -1.3123 2.6081
H 1.7575 -0.7424 4.3542
H 0.1992 -0.4609 3.5667
H 0.6714 0.5053 4.9633
H 3.8874 1.1606 4.4787
H 2.9137 2.6207 4.6783
H 4.0484 2.5066 3.3401
H -1.8848 3.8919 0.9739
H -1.0896 5.2345 1.7842
H -2.5370 4.5156 2.4915
H -1.9998 1.0493 2.6464
H -2.7869 2.1761 3.7617
H -1.4764 1.1317 4.3206
H 0.5245 4.8060 4.3602
H 0.3306 3.3104 5.2707
H -1.0517 4.3896 5.0545
H 2.7568 5.1004 2.5465
H 1.2375 5.7906 1.9791
H 2.6753 5.8719 0.9557
H 4.0951 2.8180 1.0281
H 3.7275 3.6173 -0.5035
H 3.2554 1.9428 -0.2491
H -0.0686 4.7292 -0.4776
H 0.1516 3.0618 -1.0124
H 1.3323 4.2860 -1.4661
C -2.0763 -5.5576 0.1718
N -0.6795 -5.2490 -0.0261
C -0.1691 -4.4837 1.0933
C -0.4708 -4.5308 -1.2858
C 0.9933 -4.3264 -1.6149
C 1.7673 -5.4748 -1.7927
C 3.1188 -5.3753 -2.0818
C 3.6900 -4.1140 -2.1838
C 2.8959 -2.9868 -1.9979
C 1.5163 -3.0217 -1.7059
H -2.2052 -6.1404 1.0863
H -2.4509 -6.1463 -0.6677
H -2.7007 -4.6490 0.2594
H -0.2685 -5.0602 2.0150
H -0.7188 -3.5306 1.2236
H 0.8814 -4.2483 0.9318
H -0.9600 -3.5382 -1.2522
H -0.9652 -5.1176 -2.0699
H 1.3070 -6.4545 -1.6918
H 3.7174 -6.2690 -2.2224
H 4.7489 -4.0112 -2.4026
H 3.4017 -2.0224 -2.0740
C -0.3229 -1.3250 -4.1669
N 0.9101 -0.7846 -3.6508
C 1.2625 0.5080 -3.6930
S 2.6883 1.0564 -2.9756
N 0.4011 1.3320 -4.3477
C 0.5746 2.7598 -4.5016
H -0.3051 -2.3928 -3.9535
H -0.4081 -1.1776 -5.2490
H -1.2050 -0.9022 -3.6754
H 1.3584 -1.3985 -2.9534
H -0.4652 0.9327 -4.6666
H 1.5135 3.0366 -4.0293
H -0.2339 3.3039 -4.0104
H 0.6064 3.0362 -5.5576

As for the HOMO energy: -0.150 hartree. As for the HOMO-LUMO gap: 5.89 eV. The net charge is -1.

***

The F_max results, record by record, are as follows: 4.70, 2.18, 1.23, 2.07, 2.71, 0.53 eV/A.
The relative energy (zero: lowest compared OMol25 entry of this formula, charge and spin) results, record by record, are as follows: 0.0000, 1.1139, 0.1429, 0.0000, 3.2868, 0.0000 eV.